Computed, not measured: a molecular structure, C23H26CdN3O2Si2 at a distorted geometry, with ωB97M-V with the def2-TZVPD basis set.

Last column: Löwdin charge in e.
Element x y z (Å)
Cd  0.330423  0.407749  -0.415039  0.976
O  5.326123  0.312449  2.564261  0.053
C  4.421323  -0.081751  3.496061  -0.270
C  4.821323  -0.285451  4.812161  -0.044
C  3.911623  -0.671951  5.781261  -0.105
C  2.578023  -0.828051  5.445561  -0.100
C  2.173323  -0.598651  4.145061  -0.021
C  3.073223  -0.235151  3.145261  -0.075
C  2.493823  0.005749  1.786561  -0.483
O  1.310323  0.423849  1.752761  -0.160
N  3.254323  -0.321251  0.736861  0.039
N  2.613123  -0.163251  -0.434139  -0.091
C  3.212123  -0.504551  -1.540839  -0.128
C  2.524823  -0.420351  -2.787339  -0.276
C  3.115723  -0.837551  -4.002339  -0.042
C  2.406523  -0.764951  -5.172739  -0.088
C  1.097023  -0.267651  -5.144439  -0.075
C  0.582123  0.117149  -3.922239  -0.159
N  1.250923  0.055749  -2.782839  0.032
H  6.199723  0.340349  2.973761  0.100
H  5.860223  -0.125651  5.079161  0.104
H  4.244123  -0.840451  6.794061  0.094
H  1.859823  -1.124651  6.196461  0.095
H  1.132123  -0.686951  3.869261  0.115
H  4.232823  -0.892151  -1.527339  0.112
H  4.127223  -1.216551  -3.997039  0.101
H  2.843823  -1.077851  -6.112439  0.099
H  0.506923  -0.207051  -6.047239  0.093
H  -0.429377  0.508349  -3.848839  0.106
C  -1.780377  -2.698051  -1.763839  -0.275
Si  -1.468877  -1.453751  -0.294339  0.503
C  -1.843677  -2.498151  1.307961  -0.266
C  -3.071477  -0.347351  -0.399939  -0.345
C  -4.283677  -1.035951  -0.421939  -0.143
C  -5.504777  -0.392651  -0.483739  -0.117
C  -5.531577  0.990149  -0.523839  -0.117
C  -4.338077  1.687349  -0.504439  -0.141
C  -3.098377  1.054149  -0.445039  -0.343
Si  -1.519377  2.205349  -0.436639  0.486
C  -1.914977  3.340149  -1.970939  -0.279
C  -1.926277  3.365149  1.074061  -0.268
H  -2.713977  -3.245351  -1.657539  -0.003
H  -0.975277  -3.424051  -1.850839  -0.004
H  -1.827777  -2.158951  -2.705339  -0.005
H  -2.818277  -2.980851  1.278461  -0.001
H  -1.825577  -1.850551  2.181061  0.002
H  -1.097077  -3.272751  1.463861  -0.003
H  -4.276377  -2.115751  -0.387739  0.076
H  -6.425877  -0.962751  -0.497239  0.088
H  -6.475577  1.518449  -0.568639  0.088
H  -4.378877  2.768449  -0.535039  0.077
H  -2.871777  3.847249  -1.873839  -0.002
H  -1.949877  2.749449  -2.883539  -0.007
H  -1.152477  4.103649  -2.105039  -0.005
H  -2.905977  3.832249  0.994061  0.000
H  -1.190377  4.160249  1.166361  -0.003
H  -1.906977  2.795349  1.999961  0.005

Atoms 1-6, force components in eV/Å:
-0.3344 -0.0699 0.1325
0.2276 0.0654 -0.1368
-0.2327 -0.0105 0.0162
0.0280 -0.0717 0.1340
0.0270 0.0548 -0.1327
-0.0278 -0.1026 0.1664

As for the spin multiplicity: 1. For the total energy, the calculation gives -1953.5899 Ha. The orbital gap comes out at 5.70 eV. Its net charge is -1. The HOMO energy is -0.1243 hartree.

***

Computed, not measured: a molecular structure, C23H26CdN4O3 at a distorted geometry, with ωB97M-V with the def2-TZVPD basis set.

Last column: natural (NBO) charge in e.
Element x y z (Å)
C  -0.876659  -2.170218  -4.060112  -0.480
C  -0.919949  -1.241084  -5.209189  0.261
H  -0.555696  -3.190093  -4.365969  0.247
H  -1.794324  -2.143680  -3.358652  0.272
C  -0.779688  0.144947  -4.979390  -0.146
C  -0.323069  0.638568  -3.774859  -0.217
H  -0.515115  -0.008136  -2.903327  0.238
H  -0.135717  1.704223  -3.703064  0.216
C  -1.099297  -1.745390  -6.673502  -0.709
H  -0.954068  -2.841812  -6.863966  0.253
H  -0.458231  -1.276655  -7.455051  0.252
H  -2.106900  -1.589104  -7.097238  0.272
C  -1.125876  1.040392  -6.093701  -0.642
H  -2.156746  0.950938  -6.414132  0.243
H  -0.504640  0.915060  -6.969440  0.235
H  -1.015044  2.054146  -5.800676  0.222
Cd  0.104610  -0.320589  2.000828  1.708
O  0.336871  -0.787106  -0.400587  -0.774
C  1.110901  -0.280517  -1.256426  0.630
O  2.119924  0.462467  1.475668  -0.767
C  2.510542  0.970939  0.403416  0.938
O  3.535556  1.808920  0.400653  -0.419
N  2.004648  0.753788  -0.862191  -0.463
C  3.755664  2.260753  -0.965624  -0.087
C  2.714205  1.593896  -1.798809  -0.242
H  4.719787  1.881337  -1.303904  0.221
H  3.687402  3.360292  -1.051913  0.227
H  3.214222  1.011949  -2.553033  0.228
H  2.031556  2.257244  -2.298237  0.212
C  1.213671  -0.756629  -2.613559  -0.408
C  0.599764  -1.954663  -3.141778  -0.419
H  1.642054  -0.137424  -3.388869  0.236
H  0.352228  -2.741473  -2.337514  0.255
H  1.247385  -2.273157  -3.944938  0.230
C  1.186240  -2.636242  7.409444  -0.126
C  0.109650  -1.790474  7.666213  -0.188
C  -0.489231  -1.081486  6.613601  -0.184
C  0.024612  -1.217904  5.312821  0.123
C  1.109162  -2.077727  5.045237  -0.197
C  1.681695  -2.780528  6.107987  -0.202
N  -0.504521  -0.409572  4.305321  -0.283
N  -1.503524  0.309928  4.754720  -0.159
C  -1.990333  1.225066  3.857336  0.286
C  -2.973711  2.162458  4.257317  -0.180
C  -3.442104  3.067692  3.318619  -0.108
C  -2.954869  2.959358  2.027468  -0.229
C  -2.032892  2.025471  1.686695  0.064
N  -1.500586  1.182158  2.591845  -0.619
H  1.661254  -3.168054  8.233198  0.246
H  -0.282799  -1.630930  8.662670  0.244
H  -1.296926  -0.377137  6.759186  0.251
H  1.514651  -2.144395  4.026792  0.206
H  2.534990  -3.434042  5.936384  0.244
H  -3.318792  2.136920  5.289552  0.263
H  -4.170105  3.833479  3.567620  0.260
H  -3.297632  3.615352  1.245604  0.251
H  -1.644181  1.878505  0.683443  0.210

Atoms 1-6, force components in eV/Å:
0.9143 0.2271 0.5662
-0.5980 -0.4274 -0.2054
-1.2967 0.4898 0.0442
1.6006 0.0981 -1.1511
0.0421 -1.1030 -0.5967
-2.3049 -0.8786 0.8718

As for the spin multiplicity: 1. For the total energy, the calculation gives -1503.8289 Ha. The orbital gap (alpha / beta) comes out at 5.46 / 5.47 eV. Its net charge is +2. The HOMO energy (alpha / beta) is -0.4753 / -0.4754 hartree.

***

Computed, not measured: a molecular structure, C23H26Cl3N6O4Sn at a distorted geometry, with ωB97M-V with the def2-TZVPD basis set.

Last column: natural (NBO) charge in e.
Element x y z (Å)
Sn  -0.609803  -0.449950  -0.544634  1.915
N  -1.624504  1.849916  -3.943874  -0.735
C  -1.726109  2.293173  -2.504745  -0.091
C  -0.693147  3.277982  -1.992369  -0.431
C  -0.743575  3.166511  -0.456280  -0.040
N  -0.137127  1.874099  -0.030053  -0.851
C  -2.159419  3.338434  0.100511  -0.421
C  -3.237545  2.516508  -0.602395  -0.043
N  -3.061629  1.091677  -0.271305  -0.857
C  -3.145963  2.667379  -2.126276  -0.428
H  -0.653163  1.819583  -4.270082  0.451
H  -2.180743  2.395542  -4.599950  0.432
H  -1.971555  0.827723  -3.916187  0.494
H  -1.518946  1.363789  -2.024171  0.248
H  -0.903157  4.305380  -2.300654  0.230
H  0.307262  3.010993  -2.338307  0.238
H  -0.127098  3.972039  -0.049508  0.218
H  -0.152052  1.839830  0.989216  0.410
H  0.848110  1.834260  -0.300231  0.424
H  -2.419546  4.396424  0.018660  0.237
H  -2.165726  3.105438  1.167212  0.227
H  -4.216236  2.872748  -0.271004  0.208
H  -3.701367  0.516120  -0.813392  0.399
H  -3.286326  0.953113  0.709371  0.390
H  -3.390454  3.686299  -2.435637  0.228
H  -3.864461  1.990091  -2.595755  0.231
O  0.153688  -2.464797  -0.963793  -0.652
C  1.326341  -2.873444  -0.957248  0.482
C  2.489603  -2.148665  -0.521833  -0.313
C  3.735371  -2.753764  -0.733659  -0.077
C  4.868953  -2.109153  -0.322090  -0.041
C  4.814474  -0.874375  0.329164  -0.118
C  3.598963  -0.278096  0.554383  -0.245
C  2.407526  -0.891051  0.128198  0.441
O  1.265991  -0.312307  0.392486  -0.843
N  6.172701  -2.736663  -0.562430  0.536
O  7.154779  -2.152934  -0.162861  -0.362
O  6.180059  -3.810704  -1.121749  -0.367
H  1.495316  -3.890342  -1.313441  0.176
H  3.804057  -3.716323  -1.223039  0.258
H  5.736049  -0.410098  0.649947  0.263
H  3.527780  0.671367  1.066643  0.224
C  -1.406102  -1.398565  1.396346  -0.724
C  -1.682073  -0.418503  2.482612  -0.060
C  -0.619250  0.301700  3.038995  -0.197
C  -0.846560  1.279327  3.993341  -0.160
C  -2.152139  1.541446  4.416603  -0.176
C  -3.217153  0.793664  3.909676  -0.149
C  -2.977273  -0.179035  2.953548  -0.227
C  -2.399313  2.578372  5.372127  0.253
N  -2.600480  3.430102  6.116027  -0.260
H  -2.252304  -2.042891  1.153150  0.246
H  -0.576308  -2.044744  1.691005  0.249
H  0.401135  0.086715  2.719274  0.231
H  -0.020410  1.832564  4.419920  0.237
H  -4.220788  0.971629  4.271940  0.242
H  -3.802660  -0.779555  2.586358  0.228
Cl  -2.323253  -1.058994  -2.648471  -0.599
C  0.539716  -1.030415  -4.409643  -0.293
Cl  -0.351770  -0.251966  -5.663107  0.024
Cl  1.081937  -2.634788  -4.684842  0.080
C  0.727779  -0.364495  -3.320993  0.284
N  0.784352  0.292303  -2.311667  -0.674

Atoms 1-6, force components in eV/Å:
0.0093 -0.1769 -0.3107
-0.3164 -0.7084 0.5387
-0.0978 0.1293 -0.4219
-0.2116 -0.1229 -0.0318
0.1340 0.0197 -0.1490
-0.1078 -0.1116 0.1111

As for the spin multiplicity: 1. For the total energy, the calculation gives -3116.1215 Ha. The orbital gap comes out at 6.52 eV. Its net charge is +1. The energy relative to the best compared isomer or geometry (same formula, charge and spin) comes out at 0.00 kJ/mol. The HOMO energy is -0.3967 hartree.

***

Question: Number 2 is which compound?
Answer: C23H26CdN4O3